Formula: C12H14ClIN3OPt
Source: OMol25
Level of theory: ωB97M-V/def2-TZVPD

For the molecular weight, the calculation gives 573.70 g mol⁻¹. Its spin multiplicity is 3. The value obtained for the HOMO-LUMO gap (alpha / beta) is 6.09 / 6.34 eV. The value obtained for the lowest unoccupied orbital energy (alpha / beta) is -0.094 / -0.200 Ha. The net charge is +1. For the relative energy (zero: lowest compared OMol25 entry of this formula, charge and spin), the calculation gives 0.0000 eV. The highest occupied orbital energy (alpha / beta) is -8.63 / -11.78 eV. For the calculated total energy, the calculation gives -43052.349 eV.

```
33
Properties=species:S:1:pos:R:3:forces:R:3
Pt 5.78673 -10.51777 8.06823 1.279 0.121 -0.349
N 5.87459 -10.85748 10.13243 -0.096 -0.469 -0.172
C 7.11973 -11.54758 10.61159 -0.999 -0.549 0.122
C 7.41719 -12.85512 9.90620 -0.330 -0.632 -0.415
C 7.83207 -12.72103 8.44604 -0.488 -1.149 -0.335
N 6.80246 -12.22045 7.49611 -0.358 -0.652 0.001
H 5.83686 -9.95530 10.62500 -0.200 -0.628 -0.244
H 5.08399 -11.43248 10.44558 0.063 0.487 -0.138
H 6.97725 -11.74295 11.68106 0.349 0.209 -0.141
H 7.90012 -10.85271 10.41812 0.886 0.530 0.195
H 6.61620 -13.60119 10.00050 -0.260 0.385 -0.015
H 8.23707 -13.37327 10.41695 0.095 0.405 -0.003
H 8.17776 -13.70362 8.07697 0.059 0.464 0.216
H 8.61454 -12.01505 8.37085 1.125 0.621 0.002
H 6.22075 -12.98504 7.13775 0.052 0.219 0.359
H 7.27547 -11.86008 6.66038 -0.073 -0.159 0.208
Cl 3.85293 -4.67206 5.21589 0.258 -0.313 -0.183
C 4.54874 -6.21732 5.47170 0.136 0.015 0.168
C 5.07278 -6.95874 4.39049 0.428 -1.318 -0.534
C 5.50517 -8.27968 4.55353 -0.424 1.816 -1.108
I 6.00528 -9.51756 2.99269 0.116 0.129 -0.254
C 5.54031 -8.85056 5.85063 -0.339 -0.736 1.467
O 5.92981 -10.08354 6.08711 -0.551 0.976 0.215
C 5.10765 -8.05828 6.95057 -0.417 0.812 -0.058
N 5.19770 -8.64411 8.18054 -0.323 0.365 0.082
C 4.97542 -7.87796 9.30321 -0.558 1.047 -0.038
C 4.54122 -6.56891 9.18669 0.668 -2.107 2.139
C 4.35885 -5.99481 7.96469 -0.740 1.633 -1.850
C 4.60930 -6.71201 6.79351 0.975 -1.435 0.658
H 5.12149 -6.47337 3.41709 -0.182 -0.297 0.149
H 5.14354 -8.36050 10.26197 -0.217 0.378 -0.204
H 4.34592 -6.03815 10.10804 0.056 0.163 -0.083
H 4.04882 -4.95454 7.86932 0.012 -0.331 0.144
```
Positions in Å, forces in eV/Å.

Mulliken population analysis, charges in e, atoms 1 to 4: 0.661 -0.516 -0.583 -0.622